No. 1
Formula: C16H51O13
Source: the OMol25 dataset
Level of theory: ωB97M-V/def2-TZVPD

The orbital gap comes out at 9.048 eV. The LUMO energy comes out at 2.62 eV. The calculation puts the energy above the lowest of the compared OMol25 structures with the same formula, charge and spin at 0.0 kJ/mol. The net charge is -1. Its HOMO energy is -6.4 eV.

Element x y z (Å)
1 C -0.5273 0.6455 -0.3825
2 O 0.7647 0.7325 0.2458
3 O -0.6834 0.6197 -1.6958
4 O -1.5446 0.5473 0.4758
5 H 0.0657 0.6705 -2.0013
6 C -0.4281 3.5521 4.1253
7 C -0.0819 2.7948 2.9466
8 O -0.9942 3.0164 1.9418
9 H -1.5175 3.5041 4.6566
10 H -0.3957 4.7283 3.8768
11 H 0.1968 3.3479 5.0557
12 H 0.0455 1.6176 3.0730
13 H 0.8111 3.1065 2.5198
14 H -1.0118 2.1522 1.3197
15 C -0.0112 -3.2437 2.6623
16 C -0.4185 -2.1012 1.8200
17 O 0.2827 -0.8933 2.3080
18 H -0.1105 -3.0850 3.6742
19 H 1.0281 -3.5788 2.5687
20 H -0.7329 -4.1460 2.4863
21 H -1.4560 -1.9657 1.9499
22 H -0.1023 -2.2576 0.8081
23 H 0.2543 -0.2701 1.4889
24 C -5.0816 -0.0089 3.7442
25 C -3.9288 -0.1877 2.7486
26 O -3.8576 0.9872 1.9609
27 H -5.8673 0.0667 3.1217
28 H -5.2038 0.7487 4.4737
29 H -5.2941 -0.9790 4.2551
30 H -4.2011 -1.0359 2.0576
31 H -2.9679 -0.6852 3.1825
32 H -3.0863 0.9852 1.5623
33 C 3.8328 -0.5015 -4.5900
34 C 2.8134 0.0152 -3.6899
35 O 3.3189 1.4649 -3.4352
36 H 4.1960 -0.0994 -5.3448
37 H 3.4211 -1.4683 -4.8823
38 H 4.5137 -1.1531 -3.9998
39 H 2.6940 -0.5988 -2.9440
40 H 1.8818 0.0633 -4.1350
41 H 2.8583 1.8178 -2.5643
42 C 3.3342 -3.3233 0.5134
43 C 3.1642 -1.8316 0.4401
44 O 2.2515 -1.6975 -0.5662
45 H 2.6776 -3.9538 0.8673
46 H 4.0621 -3.8443 1.1791
47 H 3.7227 -3.7742 -0.4391
48 H 4.3354 -1.4023 0.3581
49 H 2.9042 -1.4708 1.4035
50 H 1.6573 -0.9397 -0.5115
51 C 2.2636 3.9375 -0.3699
52 O 2.2540 2.6194 -0.9407
53 H 3.2416 4.2494 0.0095
54 H 1.4080 4.0799 0.4607
55 H 2.1330 4.7939 -1.2431
56 H 1.8256 1.8934 -0.5104
57 C -3.7354 -0.9316 -1.9453
58 O -3.1642 -1.4102 -0.6864
59 H -3.9345 0.0298 -2.0661
60 H -4.7067 -1.3753 -1.9814
61 H -3.1178 -1.4553 -2.6764
62 H -2.6807 -0.6998 -0.3063
63 C -0.1494 -2.6096 -2.9133
64 O 1.2303 -2.8099 -3.0922
65 H -0.3828 -1.5136 -3.2538
66 H -0.6166 -2.8159 -1.8760
67 H -0.7425 -3.3698 -3.6932
68 H 1.8130 -2.5625 -2.5036
69 C 2.2552 1.2720 3.1633
70 O 2.6534 1.8479 1.9546
71 H 1.3366 1.7686 3.5369
72 H 2.9074 1.4595 4.0728
73 H 1.8535 0.3055 3.1442
74 H 2.5760 1.1581 1.4455
75 C -2.9376 1.1729 -4.5526
76 O -2.6941 0.1158 -5.4461
77 H -4.0551 1.3521 -4.3267
78 H -2.9685 2.1797 -5.0532
79 H -2.1728 1.2165 -3.8426
80 H -3.2764 -0.5861 -5.1975


No. 2
Formula: C7H7Br3Si
Source: the OMol25 dataset
Level of theory: ωB97M-V/def2-TZVPD

The orbital gap comes out at 9.744 eV. The LUMO energy comes out at 0.28 eV. The calculation puts the energy above the lowest of the compared OMol25 structures with the same formula, charge and spin at 11.8 kJ/mol. As for the SMILES: Br[C@H](c1ccccc1)[SiH](Br)Br. Its HOMO energy is -9.5 eV.

Element x y z (Å)
1 C 2.1191 -0.3831 -0.4344
2 C 1.4666 -1.0390 0.5753
3 C 1.4002 0.5510 -1.2253
4 C 0.1123 -0.6693 0.8347
5 C 0.0909 0.9663 -0.9208
6 C -0.5566 0.3622 0.1995
7 C -2.0103 0.7890 0.5224
8 Si -3.1096 -0.3713 -0.4913
9 Br -2.4642 2.6935 0.0587
10 Br -2.6313 -2.3872 0.1312
11 Br -5.2991 -0.0750 -0.0854
12 H 3.1863 -0.5119 -0.8065
13 H 1.7463 -1.9177 1.1269
14 H 1.9821 1.1851 -1.8620
15 H -0.2897 -1.3084 1.6531
16 H -0.2859 1.9576 -1.4304
17 H -2.3098 0.7322 1.5967
18 H -3.1320 -0.2093 -1.9930


No. 3
Formula: C8H10INS2
Source: the OMol25 dataset
Level of theory: ωB97M-V/def2-TZVPD

The orbital gap (alpha / beta) comes out at 6.267 / 5.344 eV. The multiplicity is 3. The LUMO energy (alpha / beta) comes out at 0.23 / -2.80 eV. Its HOMO energy (alpha / beta) is -6.0 / -8.1 eV. The expectation value of S² is 2.0087.

Element x y z (Å)
1 C 0.1237 0.4265 -1.2650
2 C -0.8271 0.6294 -0.3262
3 C 0.4638 -0.8239 -1.8141
4 C 0.8453 1.6405 -1.6881
5 C -1.6962 -0.5646 0.1882
6 C 0.8353 2.4147 -0.4308
7 C -0.9021 -1.8424 0.0715
8 C 0.3558 -1.7584 1.0097
9 N -0.5944 -2.0276 -1.3269
10 S 1.6998 -1.0389 -2.7767
11 S -0.8083 2.1167 0.4726
12 I -0.0152 -3.9109 -1.9222
13 H 1.8384 1.2582 -1.9751
14 H 0.3399 2.1326 -2.5454
15 H -1.9325 -0.2313 1.2423
16 H -2.5868 -0.4105 -0.4810
17 H 1.4891 2.1003 0.4114
18 H 1.0243 3.4904 -0.5527
19 H -1.6235 -2.7009 0.3728
20 H 0.8707 -0.8131 1.0812
21 H 1.0926 -2.3577 0.5971
22 H 0.0237 -2.0814 2.0025


No. 4
Formula: C3H6N2O
Source: the OMol25 dataset
Level of theory: ωB97M-V/def2-TZVPD

The orbital gap comes out at 8.977 eV. The LUMO energy comes out at -0.56 eV. The calculation puts the energy above the lowest of the compared OMol25 structures with the same formula, charge and spin at 409.2 kJ/mol. Its HOMO energy is -9.5 eV.

Element x y z (Å)
1 N 1.2613 -0.5446 0.6569
2 C 1.0919 0.0305 -0.6827
3 C -1.8226 -0.3865 -0.0978
4 O -1.4153 -0.4354 1.1366
5 C -2.2440 0.9886 -0.3716
6 N -2.4990 2.0374 -0.8009
7 H 2.0642 -1.1594 0.6923
8 H 1.4068 0.1815 1.3474
9 H 0.8692 1.1014 -0.6283
10 H 1.9740 -0.0929 -1.3207
11 H 0.2442 -0.4473 -1.1907
12 H -0.9307 -1.2733 1.2594


No. 5
Formula: C14H32B3BeBrF2O10
Source: the OMol25 dataset
Level of theory: ωB97M-V/def2-TZVPD

The orbital gap comes out at 0.936 eV. The LUMO energy comes out at -6.69 eV. The calculation puts the energy above the lowest of the compared OMol25 structures with the same formula, charge and spin at 0.0 kJ/mol. Its HOMO energy is -7.6 eV.

Element x y z (Å)
1 C 2.3526 0.3314 2.0622
2 C 1.9031 1.6220 1.4529
3 C 2.5926 2.2794 0.4571
4 C 2.1149 3.4435 -0.0652
5 C 0.9440 4.0067 0.3792
6 C 0.2549 3.3624 1.3706
7 C -1.0659 3.8726 1.8991
8 B -2.1521 2.8276 1.4547
9 O -3.1550 2.3883 2.2985
10 B -3.4151 1.0699 1.9903
11 O -3.8332 0.8119 0.6914
12 B -3.1497 1.5445 -0.2145
13 O -2.0632 2.2977 0.1670
14 C 0.7330 2.1890 1.9010
15 H 2.5338 -0.4082 1.2906
16 H 1.5992 -0.0540 2.7388
17 H 3.2682 0.5404 2.6054
18 H 3.4996 1.8549 0.0593
19 H 2.6401 3.9490 -0.8588
20 H 0.5637 4.9136 -0.0580
21 H -1.0136 3.9371 2.9797
22 H -1.2722 4.8530 1.4753
23 H -3.2357 0.1650 2.7311
24 H -3.4246 1.5441 -1.3796
25 H 0.1584 1.6836 2.6615
26 O -2.9383 3.6270 -3.3385
27 H -2.0904 4.0053 -3.8401
28 H -2.7879 3.4502 -2.3960
29 H -3.3456 2.8602 -3.7716
30 F 1.5566 -1.5680 4.0419
31 F -2.0549 5.5067 -3.9600
32 C -1.2668 -5.4159 2.7935
33 C 0.2326 -5.4271 2.9916
34 O 0.9232 -5.7892 1.7732
35 C 0.9996 -4.8388 0.8593
36 O 0.5695 -3.7237 0.9226
37 O 1.6504 -5.3492 -0.2164
38 C 1.7211 -4.4420 -1.3033
39 H -1.6082 -6.3728 2.3920
40 H -1.7709 -5.2282 3.7402
41 H -1.5632 -4.6415 2.0865
42 H 0.5002 -6.1841 3.7252
43 H 0.5949 -4.4669 3.3638
44 H 2.1457 -3.4842 -1.0028
45 H 0.7239 -4.2875 -1.7308
46 H 2.3752 -4.8897 -2.0523
47 Be 1.0030 -5.6606 -3.6270
48 O -1.4220 -6.1164 -1.7664
49 H -1.5867 -7.0534 -1.6156
50 H -0.7520 -5.8907 -1.1101
51 C -0.9179 5.2253 -7.2578
52 C 0.3180 5.5075 -6.2976
53 O 0.3399 4.5810 -5.3997
54 H -1.8336 5.2751 -6.6735
55 H -0.9340 5.9998 -8.0251
56 H -0.8397 4.2562 -7.7445
57 H 0.2199 6.5439 -5.9423
58 H 1.1922 5.5469 -6.9990
59 O 2.7514 -3.4185 4.7513
60 H 3.7002 -3.2706 4.7236
61 H 2.1494 -2.5192 4.4306
62 H 2.4584 -3.8004 5.7405
63 Br 2.2091 -3.5718 7.6446